No. 1
Computed, not measured: 2 unconnected molecules or ions with the total composition C10H19IN, with the ωB97M-V functional and the def2-TZVPD basis.

Properties
molar mass: 280.173 g mol⁻¹
charge: +1
E_LUMO: -3.80 eV
E: -744.4862 Ha
HOMO-LUMO gap: 8.0 eV
ΔE to the lowest compared entry with this formula, charge and spin: 0.2692 eV
spin multiplicity: 1

XYZ file:
```
31
C10H19IN | the OMol25 dataset | the ωB97M-V functional and the def2-TZVPD basis
C -2.977 0.517 0.498
C -2.047 -0.296 1.034
C 2.865 1.221 -0.498
C 1.713 0.649 -1.270
C 1.734 0.516 0.252
C -3.600 0.472 -0.842
C -3.601 1.465 1.495
C 0.795 1.498 -2.124
C 2.597 -3.165 1.071
C 1.851 -0.852 0.758
N 2.618 -1.837 0.381
I -1.126 -1.747 -0.205
H 3.855 0.703 -0.739
H 2.807 2.233 -0.475
H 1.775 -0.197 -1.860
H 1.150 1.079 0.804
H -4.456 -0.098 -0.824
H -3.063 -0.185 -1.457
H -3.650 1.543 -1.101
H -4.718 1.266 1.771
H -3.229 1.364 2.524
H -3.747 2.510 1.066
H 1.048 1.194 -3.250
H 0.894 2.524 -1.909
H -0.278 1.248 -1.748
H 1.912 -3.721 0.492
H 3.681 -3.515 0.981
H 2.463 -2.942 2.018
H 1.308 -1.185 1.754
H -1.641 -0.490 1.958
H 3.066 -1.771 -0.555
```

No. 2
Computed, not measured: 5 unconnected molecules or ions with the total composition C20H44F3N2O8, with the ωB97M-V functional and the def2-TZVPD basis.

Properties
molar mass: 497.572 g mol⁻¹
charge: +1
E_LUMO: -3.32 eV
E: -1798.8171 Ha
HOMO-LUMO gap: 8.1 eV
spin multiplicity: 1

XYZ file:
```
77
C20H44F3N2O8 | the OMol25 dataset | the ωB97M-V functional and the def2-TZVPD basis
O 1.055 2.678 1.624
N 1.101 2.670 0.431
O 0.436 3.834 0.055
C 0.502 3.872 -1.397
C -0.371 5.091 -1.958
N -1.726 4.718 -2.489
C -2.315 5.821 -3.323
F -1.501 6.206 -4.377
F -3.550 5.449 -3.875
F -2.608 6.901 -2.462
C -1.788 3.371 -3.154
C -1.223 2.332 -2.040
C -1.624 0.824 -2.342
C -3.019 0.665 -1.369
C -4.255 -0.224 -2.097
O -4.230 1.382 -1.862
O 0.198 2.582 -1.949
H 1.591 4.092 -1.693
H 0.272 5.695 -2.680
H -0.560 5.793 -1.065
H -2.361 4.655 -1.659
H -2.829 3.059 -3.481
H -1.031 3.334 -4.011
H -1.700 2.685 -1.047
H -0.887 0.040 -1.958
H -2.016 0.637 -3.389
H -2.856 0.526 -0.197
H -5.373 -0.063 -2.053
H -4.276 -0.844 -1.098
C 2.026 -1.683 -3.921
C 1.776 -2.024 -2.460
C 2.458 -3.324 -2.070
O 0.370 -2.138 -2.234
H 1.626 -2.463 -4.577
H 1.520 -0.752 -4.191
H 3.094 -1.572 -4.123
H 2.142 -1.212 -1.825
H 2.074 -4.161 -2.662
H 2.260 -3.563 -1.021
H 3.539 -3.262 -2.216
H 0.036 -2.854 -2.791
C 3.221 -4.156 3.877
C 2.863 -3.835 2.434
C 2.281 -2.436 2.305
O 1.915 -4.788 1.957
H 2.333 -4.119 4.516
H 3.627 -5.166 3.956
H 3.960 -3.451 4.266
H 3.755 -3.922 1.807
H 1.361 -2.340 2.889
H 2.019 -2.225 1.264
H 2.992 -1.680 2.647
H 1.123 -4.719 2.506
C 7.224 -5.334 6.245
C 5.922 -6.020 5.864
C 5.855 -7.432 6.426
O 5.810 -6.070 4.442
H 8.085 -5.879 5.843
H 7.264 -4.326 5.826
H 7.331 -5.265 7.331
H 5.076 -5.436 6.236
H 6.668 -8.048 6.030
H 4.919 -7.917 6.135
H 5.921 -7.426 7.517
H 6.553 -6.584 4.103
C -5.980 5.794 -1.389
C -6.756 4.526 -1.067
C -8.035 4.438 -1.885
O -7.078 4.507 0.321
H -6.569 6.685 -1.153
H -5.068 5.850 -0.786
H -5.703 5.829 -2.446
H -6.131 3.651 -1.267
H -8.697 5.282 -1.665
H -8.588 3.530 -1.635
H -7.820 4.434 -2.956
H -7.631 5.277 0.510
```

No. 3
Computed, not measured: a molecular structure, C15H13N3O6Ru, with the ωB97M-V functional and the def2-TZVPD basis.

Properties
molar mass: 432.354 g mol⁻¹
charge: +1
E_LUMO (alpha / beta): -4.51 / -4.51 eV
E: -1289.8586 Ha
HOMO-LUMO gap (alpha / beta): 8.1 / 7.9 eV
ΔE to the lowest compared entry with this formula, charge and spin: 0.2957 eV
spin multiplicity: 2

XYZ file:
```
38
C15H13N3O6Ru | the OMol25 dataset | the ωB97M-V functional and the def2-TZVPD basis
Ru -0.806 -0.301 0.190
O -0.451 -2.104 -5.443
C -0.592 -1.830 -4.143
C 0.145 -2.485 -3.148
C -0.077 -2.113 -1.842
N -0.978 -1.183 -1.569
C -1.682 -0.526 -2.486
C -1.519 -0.828 -3.815
C -2.578 0.532 -1.855
O -3.456 1.074 -2.455
O -2.281 0.757 -0.562
C 0.651 -2.584 -0.587
O 1.531 -3.398 -0.636
O 0.216 -1.987 0.520
H 0.196 -2.806 -5.590
H 0.872 -3.254 -3.379
H -2.087 -0.325 -4.585
C 3.224 -0.055 -0.215
C 1.941 0.655 0.050
O 0.918 0.360 -0.635
N 1.896 1.583 0.991
C 0.711 2.384 1.287
C -0.120 1.776 2.386
C -0.240 2.363 3.632
C -1.014 1.744 4.602
C -1.638 0.545 4.299
C -1.469 0.017 3.035
N -0.732 0.620 2.092
H 3.201 -0.469 -1.219
H 3.292 -0.892 0.485
H 4.090 0.592 -0.090
H 2.719 1.710 1.563
H 0.123 2.454 0.371
H 1.036 3.386 1.555
H 0.261 3.300 3.832
H -1.124 2.191 5.581
H -2.246 0.022 5.021
H -1.931 -0.924 2.761
```

No. 4
Computed, not measured: a molecular structure, C11H13NO2, with the ωB97M-V functional and the def2-TZVPD basis.

Properties
molar mass: 191.230 g mol⁻¹
charge: 0
E_LUMO: 0.79 eV
E: -632.0332 Ha
HOMO-LUMO gap: 8.7 eV
ΔE to the lowest compared entry with this formula, charge and spin: 5.3426 eV
spin multiplicity: 1

XYZ file:
```
27
C11H13NO2 | the OMol25 dataset | the ωB97M-V functional and the def2-TZVPD basis
C -0.334 -3.910 -0.384
C 0.593 -3.031 -1.168
C 0.429 -1.589 -0.632
C 1.704 -0.976 -0.237
C 1.919 0.315 0.198
C 0.805 1.072 0.236
C -0.085 3.484 1.047
C -1.041 3.053 -0.140
C -1.612 1.593 0.135
C -0.454 0.640 -0.080
C -0.698 -0.734 -0.610
H -0.768 -4.942 1.120
H 0.529 -2.965 -2.150
H 1.580 -3.476 -0.900
H 2.625 -1.482 -0.158
H 3.037 0.697 0.112
H 1.617 2.383 1.963
H 0.282 4.536 0.766
H -0.742 3.349 1.829
H -2.121 3.844 -0.493
H -0.617 2.803 -1.330
H -2.135 1.481 1.043
H -2.325 1.190 -0.521
H -1.686 -1.202 -0.880
N 0.970 2.316 1.040
O 0.105 -4.737 0.566
O -1.579 -3.713 -0.373
```